16
Properties=species:S:1:pos:R:3:lowdin_charge:R:1 method="wB97M-V/def2-TZVPD" homo_lumo_gap_ev="7.2241 / 5.4503" s2=2.009 fmax_ev_per_a=4.31 total_energy_ev=-15528.91480 multiplicity=3 charge=+1 e_above_lowest_kcal_mol=47.8
C -0.7022 -1.2092 -1.2793 -0.0171
C -0.2518 1.0134 -0.3900 -0.0737
C -0.3429 0.9885 1.6160 -0.3147
N 1.1729 -0.7178 0.1178 -0.1005
N 0.2289 -0.2214 -0.7863 -0.2482
P 0.3983 -0.5840 2.0360 0.9245
H -0.1476 -2.0837 -1.6178 0.1027
H -1.2122 -0.7835 -2.1413 0.1118
H -1.4444 -1.5092 -0.5328 0.1080
H -1.2362 1.2650 -0.7534 0.1087
H 0.4707 1.8141 -0.4926 0.1003
H -1.4092 1.0220 1.7918 0.0371
H 0.1619 1.8880 1.9306 0.0513
H 2.0254 -0.1460 0.1010 0.1437
H 1.6433 -0.0908 2.4635 -0.0674
H 1.4278 -1.6870 -0.1052 0.1334